1.
{"formula": "C3H10NO", "method": "the ωB97M-V functional and the def2-TZVPD basis", "homo_lumo_gap_ev": [9.07, 6.33], "de_lowest_ev": 3.2987, "max_force_ev_per_a": 4.21, "e_tot_ha": -250.0956, "multiplicity": 2, "homo_ev": [-8.4, -8.4], "s_squared": 0.76, "elements": ["C", "O", "H", "H", "H", "C", "N", "C", "H", "H", "H", "H", "H", "H", "H"], "coordinates": [[-1.45, -1.19, 1.67], [-0.45, -1.81, 1.01], [-1.97, -1.96, 2.27], [-1.79, -0.10, 0.83], [-1.17, -0.45, 2.61], [0.33, 0.56, -1.99], [0.92, 0.43, -0.68], [0.88, 1.70, -0.01], [-0.18, -0.40, -2.44], [1.15, 0.79, -2.77], [-0.54, 1.28, -2.14], [0.56, -0.47, -0.24], [1.66, 2.49, -0.30], [-0.10, 2.13, -0.22], [0.99, 1.77, 1.09]]}

---

2.
{"formula": "C3H10NO", "method": "the ωB97M-V functional and the def2-TZVPD basis", "homo_lumo_gap_ev": [3.89, 8.39], "de_lowest_ev": 2.0277, "max_force_ev_per_a": 1.53, "e_tot_ha": -250.1423, "multiplicity": 2, "homo_ev": [-3.5, -8.1], "s_squared": 0.75, "elements": ["C", "C", "C", "N", "H", "H", "H", "H", "H", "H", "H", "H", "H", "H", "O"], "coordinates": [[-1.01, 0.72, -1.86], [-0.60, 0.49, -0.43], [-1.15, 1.10, 0.68], [0.18, -0.70, -0.12], [-2.10, 0.73, -1.90], [-0.63, -0.14, -2.43], [-0.67, 1.67, -2.26], [-1.11, 0.54, 1.61], [-1.62, 2.06, 0.55], [-0.34, -1.27, 0.63], [0.23, -1.40, -0.85], [1.06, -0.57, 0.41], [2.16, -0.93, 2.62], [3.20, -1.39, 1.70], [2.39, -0.90, 1.66]]}

---

3.
{"formula": "C3H10NO", "method": "the ωB97M-V functional and the def2-TZVPD basis", "homo_lumo_gap_ev": [6.04, 10.05], "de_lowest_ev": 0.7583, "max_force_ev_per_a": 1.56, "e_tot_ha": -250.1890, "multiplicity": 2, "homo_ev": [-5.3, -9.4], "s_squared": 0.75, "elements": ["C", "O", "H", "H", "H", "H", "C", "C", "N", "H", "H", "H", "H", "H", "H"], "coordinates": [[2.50, -0.15, -0.31], [1.55, 0.14, 0.71], [2.94, 0.72, -0.81], [1.99, -0.64, -1.12], [3.32, -0.77, 0.05], [2.11, 0.16, 1.49], [-1.85, -1.14, -0.42], [-1.57, 1.26, 0.19], [-1.05, 0.05, -0.22], [-1.83, -1.28, -1.51], [-1.43, -2.04, 0.02], [-2.86, -0.99, -0.07], [-2.62, 1.34, 0.41], [-0.82, 1.94, 0.57], [-0.04, 0.05, -0.21]]}

---

4.
{"formula": "C3H10NO", "method": "the ωB97M-V functional and the def2-TZVPD basis", "homo_lumo_gap_ev": 10.55, "de_lowest_ev": 1.0828, "max_force_ev_per_a": 3.16, "charge": 1, "e_tot_ha": -250.0140, "homo_ev": -14.2, "elements": ["N", "C", "C", "C", "O", "H", "H", "H", "H", "H", "H", "H", "H", "H", "H"], "coordinates": [[-1.70, 0.53, 0.71], [-0.24, 0.19, 1.05], [0.40, -0.86, 0.13], [1.31, -0.32, -0.98], [0.84, 0.98, -1.50], [-2.25, 0.23, 1.53], [-2.00, -0.03, -0.09], [-1.74, 1.49, 0.46], [0.38, 1.08, 1.02], [-0.16, -0.21, 2.06], [0.90, -1.53, 0.84], [-0.24, -1.55, -0.40], [2.28, 0.03, -0.49], [1.47, -1.04, -1.80], [0.76, 1.00, -2.54]]}

---

5.
{"formula": "C3H10NO", "method": "the ωB97M-V functional and the def2-TZVPD basis", "homo_lumo_gap_ev": 6.39, "de_lowest_ev": 4.5142, "max_force_ev_per_a": 4.79, "charge": 1, "e_tot_ha": -249.8879, "homo_ev": -14.4, "elements": ["C", "O", "C", "C", "N", "H", "H", "H", "H", "H", "H", "H", "H", "H", "H"], "coordinates": [[-0.35, 0.14, 1.72], [1.15, -0.29, 1.87], [-0.86, 0.35, 0.40], [-0.21, 1.37, -0.62], [0.58, -1.56, -1.54], [-0.86, -0.70, 2.26], [-0.41, 1.05, 2.35], [1.45, -0.46, 0.89], [-1.91, 0.10, 0.17], [-0.82, 2.27, -0.69], [0.04, 0.86, -1.63], [0.73, 1.69, -0.16], [1.10, -1.23, -2.33], [-0.29, -1.05, -1.34], [0.67, -2.53, -1.36]]}

---

6.
{"formula": "C3H10NO", "method": "the ωB97M-V functional and the def2-TZVPD basis", "homo_lumo_gap_ev": [14.13, 6.94], "de_lowest_ev": 3.8924, "max_force_ev_per_a": 3.56, "charge": 2, "e_tot_ha": -249.4580, "multiplicity": 2, "homo_ev": [-22.2, -22.2], "s_squared": 0.75, "elements": ["O", "C", "C", "N", "C", "H", "H", "H", "H", "H", "H", "H", "H", "H", "H"], "coordinates": [[-1.34, 2.05, -0.44], [-1.32, 1.04, 0.53], [0.07, 0.34, 0.51], [0.13, -0.86, -0.40], [1.50, -1.44, -0.67], [-1.34, 3.00, -0.16], [-2.23, 0.41, 0.47], [-1.38, 1.57, 1.52], [0.75, 1.14, 0.18], [0.44, -0.02, 1.47], [-0.38, -1.54, 0.17], [-0.35, -0.84, -1.31], [2.05, -1.47, 0.28], [1.42, -2.52, -0.74], [2.00, -0.85, -1.43]]}

---

7.
{"formula": "C3H10NO", "method": "the ωB97M-V functional and the def2-TZVPD basis", "homo_lumo_gap_ev": [12.24, 3.66], "de_lowest_ev": 5.5409, "max_force_ev_per_a": 6.64, "charge": 2, "e_tot_ha": -249.3974, "multiplicity": 2, "homo_ev": [-20.4, -19.0], "s_squared": 0.76, "elements": ["C", "O", "H", "H", "H", "H", "C", "C", "N", "H", "H", "H", "H", "H", "H"], "coordinates": [[-1.18, -2.20, -0.60], [-1.17, -1.43, 0.60], [-0.21, -2.18, -0.93], [-1.49, -3.23, -0.80], [-1.70, -1.62, -1.35], [-1.71, -1.88, 1.27], [1.22, 1.07, 0.31], [2.04, 1.74, -0.49], [-0.28, 1.20, 0.20], [1.44, 0.24, 1.06], [2.93, 2.12, -0.29], [1.44, 2.32, -1.29], [-0.52, 1.91, 0.93], [-0.45, 1.35, -0.75], [-0.87, 0.40, 0.59]]}

---

8.
{"formula": "C3H10NO2", "method": "the ωB97M-V functional and the def2-TZVPD basis", "homo_lumo_gap_ev": 7.91, "de_lowest_ev": 0.2620, "max_force_ev_per_a": 0.71, "charge": -1, "e_tot_ha": -325.5450, "homo_ev": -3.5, "elements": ["C", "O", "C", "C", "N", "H", "H", "H", "H", "H", "H", "H", "H", "H", "H", "O"], "coordinates": [[-0.30, 0.40, -0.75], [0.23, 1.28, 0.16], [0.19, -1.08, -0.52], [1.07, -1.67, -1.63], [0.83, -1.17, 0.78], [0.00, 0.67, -1.79], [-1.41, 0.34, -0.72], [-0.72, -1.71, -0.51], [1.56, -0.93, -2.26], [1.82, -2.29, -1.16], [0.47, -2.25, -2.33], [0.92, -0.18, 1.06], [0.20, -1.62, 1.43], [-0.92, 1.67, 1.06], [-1.24, 2.29, 2.45], [-1.71, 1.89, 1.70]]}